Entry 1:
The following is a quantum chemistry calculation of a structure of composition C39H40BaCl3F3N6OS, from the OMol25 dataset.

relative energy (zero: lowest compared OMol25 entry of this formula, charge and spin)	0.235	eV
frontier orbital gap	5.9099	eV

CARTESIAN COORDINATES (ANGSTROEM)
Ba -0.35 0.10 0.22
N -0.45 -4.03 -0.79
C -1.10 -3.24 -1.73
C -1.93 -3.90 -2.65
C -2.59 -3.17 -3.60
C -2.43 -1.79 -3.63
C -1.60 -1.22 -2.70
N -0.94 -1.92 -1.75
C 0.34 -3.77 0.33
C 0.83 -4.89 1.01
C 1.60 -4.70 2.14
C 1.87 -3.41 2.56
C 1.35 -2.37 1.82
N 0.59 -2.53 0.72
H -0.63 -5.01 -0.93
H -2.04 -4.98 -2.60
H -3.24 -3.67 -4.31
H -2.94 -1.17 -4.36
H -1.45 -0.15 -2.68
H 0.60 -5.89 0.65
H 1.98 -5.55 2.68
H 2.47 -3.20 3.44
H 1.55 -1.34 2.12
C -3.63 0.76 6.73
C -2.61 0.72 5.62
C -1.28 0.98 5.89
C -0.35 0.93 4.85
C 1.11 1.22 5.09
C -0.79 0.61 3.58
C -2.15 0.35 3.23
C -3.04 0.41 4.33
N -2.40 0.11 1.91
C -3.66 -0.36 1.32
C -3.49 -1.84 0.94
C -4.97 -0.25 2.11
C -3.88 0.46 0.03
H -3.18 1.06 7.67
H -4.10 -0.22 6.88
H -4.43 1.47 6.50
H -0.95 1.23 6.90
H 1.31 1.34 6.15
H 1.42 2.13 4.58
H 1.74 0.41 4.71
H -0.01 0.59 2.82
H -4.09 0.24 4.21
H -3.34 -2.43 1.85
H -2.62 -1.99 0.30
H -4.37 -2.23 0.41
H -4.99 -0.93 2.96
H -5.80 -0.53 1.45
H -5.15 0.77 2.46
H -3.05 0.36 -0.68
H -3.98 1.51 0.28
H -4.78 0.13 -0.50
F 2.40 0.81 1.65
C 2.38 1.73 0.57
F 2.10 0.77 -0.51
F 0.99 2.21 0.74
Cl -0.30 6.67 -7.88
C -0.91 6.50 -6.26
C -0.67 7.49 -5.33
C -1.17 7.33 -4.05
C -1.91 6.22 -3.67
C -2.41 6.11 -2.25
C -1.31 5.64 -1.29
N -0.85 4.31 -1.62
C 0.20 3.98 -2.45
C 0.21 2.62 -2.52
N -0.83 2.11 -1.77
C -1.44 3.15 -1.25
O -2.83 7.35 -1.73
C -3.98 7.90 -2.40
C -5.12 6.92 -2.44
C -5.72 6.46 -3.57
Cl -5.37 6.91 -5.18
S -6.95 5.30 -3.24
C -6.66 5.42 -1.56
C -5.68 6.31 -1.27
C -2.13 5.24 -4.64
Cl -3.04 3.81 -4.27
C -1.64 5.37 -5.93
H -0.10 8.37 -5.60
H -1.00 8.11 -3.30
H -3.22 5.38 -2.21
H -1.72 5.63 -0.28
H -0.47 6.33 -1.31
H 0.85 4.72 -2.88
H 0.90 1.98 -3.04
H -2.29 3.13 -0.59
H -3.72 8.21 -3.41
H -4.25 8.78 -1.82
H -7.24 4.82 -0.87
H -5.34 6.53 -0.27
H -1.83 4.60 -6.67


Entry 2:
The following is a quantum chemistry calculation of a structure of composition C39H40BrIrN2O2PTe, from the OMol25 dataset.

net charge	+2
spin multiplicity	2
frontier orbital gap (alpha / beta)	6.0994 / 4.8095	eV

CARTESIAN COORDINATES (ANGSTROEM)
Ir -1.22 -0.16 0.41
O -3.84 -3.56 1.13
C -2.96 -4.36 0.48
C -2.86 -5.67 0.93
C -1.97 -6.55 0.35
C -1.16 -6.13 -0.71
C -1.27 -4.83 -1.16
C -2.15 -3.92 -0.58
C -2.36 -2.52 -1.13
O -2.60 -1.58 -0.18
N -1.18 -2.13 -1.96
N -0.70 -0.93 -1.91
C 0.22 -0.68 -2.86
C 0.64 0.57 -3.28
Br -0.15 2.11 -2.57
C 1.65 0.77 -4.23
C 2.17 -0.12 -5.20
C 3.46 0.17 -5.70
C 4.05 -0.65 -6.64
C 3.35 -1.75 -7.12
C 2.05 -2.02 -6.69
C 1.47 -1.22 -5.74
H -3.69 -2.64 0.85
H -3.50 -5.98 1.75
H -1.90 -7.57 0.71
H -0.47 -6.82 -1.17
H -0.63 -4.53 -1.99
H -3.19 -2.53 -1.87
H -0.99 -2.70 -2.78
H 0.67 -1.54 -3.36
H 2.09 1.76 -4.22
H 3.99 1.04 -5.33
H 5.05 -0.43 -7.00
H 3.81 -2.38 -7.87
H 1.50 -2.84 -7.13
H 0.43 -1.38 -5.47
C -2.75 2.46 -0.22
C -1.68 3.52 -0.13
C -1.95 4.78 -0.64
C -1.00 5.79 -0.60
C 0.25 5.54 -0.05
C 0.54 4.29 0.46
C -0.42 3.28 0.44
P -0.14 1.69 1.27
C 1.68 1.57 1.40
C 2.25 1.29 0.16
C 3.62 1.15 0.00
C 4.44 1.30 1.10
C 3.88 1.56 2.34
C 2.50 1.70 2.53
C 2.03 1.90 3.95
C -0.99 1.97 2.83
C -0.84 3.12 3.61
C -1.54 3.23 4.80
C -2.40 2.20 5.19
C -2.61 1.10 4.37
C -1.92 1.00 3.16
C -2.28 -0.06 2.15
H -3.48 2.70 -0.99
H -3.28 2.33 0.73
H -2.34 1.47 -0.51
H -2.92 4.98 -1.08
H -1.23 6.77 -1.00
H 1.00 6.32 -0.02
H 1.51 4.10 0.89
H 1.61 1.18 -0.70
H 4.04 0.94 -0.98
H 5.51 1.19 1.01
H 4.53 1.64 3.21
H 2.81 1.58 4.64
H 1.12 1.34 4.18
H 1.83 2.95 4.16
H -0.17 3.91 3.29
H -1.42 4.11 5.42
H -2.94 2.29 6.12
H -3.33 0.35 4.66
H -3.27 0.19 1.75
H -2.39 -1.04 2.62
C 1.78 -1.45 2.48
Te 0.22 -2.06 1.21
C -0.83 -2.96 2.81
H 1.41 -0.80 3.27
H 2.56 -0.96 1.90
H 2.17 -2.37 2.91
H -0.33 -3.91 2.99
H -1.86 -3.14 2.52
H -0.77 -2.31 3.68


Entry 3:
The following is a quantum chemistry calculation of a structure of composition C39H40CoN2P2Si, from the OMol25 dataset.

net charge	+3
frontier orbital gap (alpha / beta)	7.6598 / 7.6610	eV

CARTESIAN COORDINATES (ANGSTROEM)
Co -0.36 -0.13 -0.69
C -1.58 2.54 -2.36
Si -0.44 2.11 -0.94
C 1.32 2.62 -1.36
C 1.68 3.94 -1.62
C 3.00 4.26 -1.92
C 3.98 3.27 -1.95
C 3.64 1.94 -1.70
C 2.32 1.63 -1.41
P 1.75 -0.03 -1.10
C 3.09 -1.17 -0.75
C 3.81 -1.67 -1.83
C 4.90 -2.50 -1.61
C 5.26 -2.83 -0.31
C 4.54 -2.34 0.77
C 3.45 -1.51 0.56
C 0.83 -0.74 -2.50
C 0.30 -2.01 -2.25
C -0.44 -2.66 -3.24
C -0.67 -2.03 -4.45
C -0.20 -0.74 -4.68
C 0.55 -0.09 -3.71
C -1.15 2.80 0.65
C -1.58 4.12 0.83
C -2.06 4.53 2.06
C -2.10 3.65 3.14
C -1.67 2.34 2.99
C -1.22 1.92 1.74
P -0.46 0.32 1.44
C 1.05 0.35 2.43
C 1.90 1.43 2.20
C 3.06 1.57 2.94
C 3.38 0.63 3.91
C 2.52 -0.43 4.15
C 1.35 -0.58 3.42
C -1.53 -1.02 2.04
C -1.07 -2.34 1.94
C -1.91 -3.39 2.29
C -3.20 -3.14 2.75
C -3.66 -1.83 2.84
C -2.83 -0.77 2.48
H -1.42 3.59 -2.60
H -2.64 2.46 -2.10
H -1.38 1.97 -3.27
H 0.94 4.73 -1.60
H 3.27 5.29 -2.12
H 5.01 3.53 -2.17
H 4.40 1.17 -1.72
H 3.54 -1.41 -2.85
H 5.47 -2.88 -2.45
H 6.11 -3.48 -0.14
H 4.82 -2.61 1.78
H 2.90 -1.13 1.40
H 0.56 -2.54 -1.33
H -0.78 -3.68 -3.08
H -1.22 -2.54 -5.23
H -0.38 -0.25 -5.63
H 0.95 0.90 -3.90
H -1.54 4.83 0.01
H -2.39 5.55 2.20
H -2.47 3.99 4.10
H -1.68 1.66 3.83
H 1.65 2.19 1.45
H 3.71 2.42 2.76
H 4.28 0.74 4.50
H 2.76 -1.15 4.93
H 0.69 -1.40 3.64
H -0.06 -2.55 1.61
H -1.54 -4.41 2.25
H -3.82 -3.96 3.08
H -4.64 -1.62 3.24
H -3.18 0.25 2.59
N -5.14 -2.85 -0.51
C -4.53 -1.52 -0.89
C -3.01 -1.62 -0.89
N -2.38 -0.29 -0.99
H -6.16 -2.79 -0.49
H -4.82 -3.14 0.42
H -4.89 -3.59 -1.18
H -4.87 -0.81 -0.13
H -4.94 -1.23 -1.85
H -2.66 -2.23 -1.72
H -2.68 -2.08 0.04
H -2.80 0.33 -0.30
H -2.58 0.13 -1.90


Entry 4:
The following is a quantum chemistry calculation of a structure of composition C39H40IN4O2SSb2Tc, from the OMol25 dataset.

net charge	+2
frontier orbital gap (alpha / beta)	5.0059 / 5.0100	eV

CARTESIAN COORDINATES (ANGSTROEM)
Tc -0.89 0.01 0.42
N 2.34 -2.25 2.08
C 1.19 -1.63 1.85
S 0.13 -2.09 0.40
N 0.77 -0.73 2.75
N -0.44 -0.21 2.41
C -1.40 0.02 3.30
C -1.23 0.12 4.72
C -0.04 0.80 5.14
C 0.14 1.00 6.47
C -0.71 0.39 7.46
C -1.80 -0.34 7.03
C -2.06 -0.51 5.65
C -2.77 -0.02 2.70
C -4.06 0.14 3.34
C -5.19 -0.21 2.67
C -5.07 -0.88 1.45
C -3.81 -0.92 0.84
N -2.75 -0.39 1.41
H 2.53 -3.06 1.49
H 2.86 -2.14 2.95
H 0.62 1.09 4.34
H 0.95 1.61 6.84
H -0.56 0.56 8.51
H -2.56 -0.54 7.76
H -2.88 -1.16 5.30
H -4.16 0.69 4.26
H -6.19 -0.24 3.10
H -5.96 -1.22 0.89
H -3.65 -1.34 -0.16
C -0.35 1.93 -3.26
Sb -1.15 0.08 -2.26
C -3.15 0.71 -2.64
C -0.72 -1.82 -3.61
C 0.48 -1.67 -4.45
C 0.51 -0.60 -5.43
C 1.63 -0.30 -6.13
C 2.75 -1.11 -5.94
C 2.75 -2.25 -5.11
C 1.60 -2.59 -4.45
C 1.41 -4.00 -3.84
Sb 2.61 -3.98 -1.93
C 1.33 -5.49 -1.02
C 4.38 -5.18 -2.24
H -0.62 1.94 -4.30
H 0.74 1.93 -3.20
H -0.80 2.83 -2.75
H -3.19 1.02 -3.70
H -3.45 1.46 -1.92
H -3.81 -0.17 -2.56
H -1.63 -1.88 -4.25
H -0.56 -2.68 -2.92
H -0.36 0.01 -5.59
H 1.59 0.55 -6.81
H 3.59 -0.90 -6.59
H 3.62 -2.89 -5.09
H 1.77 -4.82 -4.47
H 0.40 -4.28 -3.54
H 1.83 -5.82 -0.07
H 1.40 -6.40 -1.66
H 0.28 -5.23 -0.89
H 4.15 -6.25 -2.26
H 5.11 -4.92 -1.42
H 4.80 -4.90 -3.25
I -2.83 8.80 1.08
C -2.18 6.88 1.32
C -2.97 5.78 1.74
C -2.52 4.49 1.58
C -1.30 4.24 0.92
C -0.38 5.28 0.76
C -0.86 6.58 0.90
C -0.91 2.91 0.65
O 0.38 2.73 0.32
O -1.69 1.93 0.85
H -3.93 5.86 2.23
H -3.23 3.70 1.76
H 0.62 5.05 0.50
H -0.20 7.40 0.55
C 0.58 1.28 0.19
C 1.96 1.04 -0.06
C 2.39 0.13 -0.99
C 3.74 -0.21 -1.15
C 4.71 0.55 -0.50
C 4.25 1.47 0.49
C 2.90 1.70 0.69
H 1.71 -0.37 -1.67
H 4.11 -1.07 -1.74
H 5.78 0.49 -0.76
H 4.94 2.06 1.04
H 2.62 2.41 1.47


Entry 5:
The following is a quantum chemistry calculation of a structure of composition C39H40IN5O4PSSn, from the OMol25 dataset.

net charge	+3
relative energy (zero: lowest compared OMol25 entry of this formula, charge and spin)	2.166	eV
frontier orbital gap (alpha / beta)	5.2175 / 5.6066	eV

CARTESIAN COORDINATES (ANGSTROEM)
Sn 0.10 0.30 -0.04
O 1.78 -0.31 8.03
C 2.76 0.17 7.24
O 3.73 0.68 7.68
C 2.55 0.06 5.75
C 3.65 -0.24 4.95
C 3.54 -0.25 3.57
C 2.33 0.10 2.96
C 1.23 0.34 3.76
C 1.33 0.33 5.14
N 2.21 0.19 1.53
C 3.27 0.47 0.89
C 3.39 0.37 -0.57
C 4.63 0.35 -1.17
C 4.72 0.13 -2.54
C 3.56 -0.05 -3.26
C 2.35 0.01 -2.59
N 2.26 0.21 -1.27
H 1.12 -0.80 7.54
H 4.60 -0.46 5.43
H 4.40 -0.54 2.98
H 0.30 0.58 3.28
H 0.46 0.57 5.75
H 4.18 0.76 1.42
H 5.52 0.49 -0.57
H 5.69 0.10 -3.03
H 3.58 -0.22 -4.33
H 1.41 -0.11 -3.12
O -1.88 3.69 1.09
S -0.75 2.92 1.49
O 0.29 2.61 0.49
N -1.17 1.35 1.81
C -2.15 0.95 2.57
C -3.00 1.80 3.35
C -3.95 1.27 4.19
C -4.10 -0.10 4.31
C -3.32 -1.01 3.52
C -3.47 -2.40 3.60
C -2.69 -3.20 2.80
C -1.78 -2.59 1.92
N -1.62 -1.28 1.83
C -2.37 -0.50 2.63
C 0.01 3.61 2.89
C 1.27 3.16 3.28
C 1.87 3.74 4.38
C 1.21 4.75 5.07
C -0.04 5.20 4.67
C -0.66 4.63 3.57
H -2.87 2.88 3.27
H -4.58 1.93 4.77
H -4.82 -0.51 5.01
H -4.19 -2.83 4.28
H -2.76 -4.28 2.84
H -1.17 -3.20 1.27
H 1.77 2.38 2.71
H 2.85 3.41 4.70
H 1.69 5.21 5.93
H -0.54 6.00 5.20
H -1.63 4.98 3.23
I -3.37 0.96 -0.92
C -2.05 2.24 -1.94
C -2.53 3.43 -2.46
C -1.63 4.22 -3.17
C -0.31 3.80 -3.29
C 0.07 2.62 -2.69
N -0.79 1.83 -2.02
H -3.56 3.73 -2.31
H -1.96 5.15 -3.61
H 0.41 4.39 -3.85
H 1.10 2.29 -2.73
C -0.14 -4.33 -1.80
C -0.89 -3.59 -2.91
P -1.87 -2.16 -2.37
C -3.23 -2.81 -1.35
C -4.47 -3.14 -2.21
C -2.49 -1.36 -3.87
C -1.39 -0.75 -4.75
H 0.45 -5.13 -2.23
H -0.83 -4.79 -1.08
H 0.54 -3.67 -1.26
H -1.64 -4.24 -3.39
H -0.20 -3.25 -3.69
H -3.48 -2.08 -0.58
H -2.84 -3.70 -0.86
H -4.93 -2.25 -2.62
H -5.20 -3.62 -1.56
H -4.24 -3.84 -3.02
H -3.21 -0.60 -3.57
H -3.03 -2.15 -4.40
H -0.81 -0.01 -4.21
H -1.85 -0.26 -5.61
H -0.71 -1.51 -5.14